# 1
This record from OMol25 describes a structure of composition C59H73GeN10O4PReSe. The level of theory is wB97M-V/def2-TZVPD.

CARTESIAN COORDINATES (ANGSTROEM)
Re (-0.18050, -1.12218, -0.30173)
Se (1.82955, -3.58038, -1.63918)
N (0.25304, -2.65855, -1.57811)
C (-0.59104, -3.31268, -2.40152)
C (-1.93743, -2.94937, -2.67469)
C (-2.66572, -3.72689, -3.51757)
C (-2.12657, -4.90293, -4.13332)
C (-0.84651, -5.27984, -3.91062)
C (-0.03928, -4.48282, -3.03785)
N (1.22586, -4.76111, -2.76652)
H (-2.36844, -2.07042, -2.22231)
H (-3.68753, -3.44633, -3.74116)
H (-2.75858, -5.49653, -4.78046)
H (-0.41229, -6.16210, -4.36152)
C (3.24344, -2.63845, 3.69639)
N (3.14497, -2.09330, 2.33734)
C (4.22905, -2.02469, 1.54104)
C (4.16610, -1.48053, 0.30835)
C (2.89945, -1.03197, -0.13205)
N (1.78200, -1.23272, 0.58779)
C (1.88509, -1.67718, 1.90606)
O (0.94236, -1.72683, 2.66386)
N (2.79725, -0.38943, -1.29472)
H (4.27590, -2.56481, 4.02718)
H (2.92620, -3.68014, 3.71255)
H (2.59765, -2.06875, 4.35622)
H (5.15553, -2.39933, 1.95568)
H (5.04649, -1.36972, -0.30590)
H (3.60090, -0.30844, -1.89260)
H (1.92004, -0.03263, -1.65875)
C (-1.50421, 1.65651, 1.31416)
O (-0.21484, 1.40527, 0.65580)
H (-2.15801, 0.81725, 1.09793)
H (-1.92790, 2.59298, 0.96298)
H (-1.31310, 1.70958, 2.37820)
H (-0.29899, 1.53486, -0.31341)
C (-1.12006, 5.25244, 4.44499)
C (-1.37009, 5.39855, 3.08535)
C (-0.66284, 4.63818, 2.16951)
C (0.29295, 3.71463, 2.61107)
C (0.54531, 3.58215, 3.97945)
C (-0.16483, 4.35050, 4.89111)
Ge (1.32216, 2.82156, 1.28323)
C (2.89742, 1.88843, 1.81648)
C (3.00576, 1.28298, 3.07259)
C (4.24899, 0.89037, 3.54583)
C (5.38508, 1.09499, 2.77144)
C (5.28012, 1.66090, 1.50824)
C (4.03961, 2.05049, 1.02504)
C (1.45747, 3.85474, -0.33044)
C (0.49952, 3.91576, -1.34084)
C (0.59086, 4.88980, -2.32596)
C (1.62745, 5.81242, -2.30855)
C (2.58427, 5.76156, -1.30516)
C (2.49893, 4.79064, -0.31698)
H (-1.65831, 5.86233, 5.15873)
H (-2.10577, 6.11405, 2.74201)
H (-0.83632, 4.78405, 1.10863)
H (1.30633, 2.90689, 4.34236)
H (0.03598, 4.25191, 5.94978)
H (2.12626, 1.11553, 3.68143)
H (4.33666, 0.45384, 4.53282)
H (6.35751, 0.81187, 3.15504)
H (6.16765, 1.81918, 0.90870)
H (3.96428, 2.49834, 0.04173)
H (-0.33763, 3.22777, -1.36848)
H (-0.17185, 4.95387, -3.09260)
H (1.68102, 6.58138, -3.06833)
H (3.38325, 6.49052, -1.27702)
H (3.24524, 4.77836, 0.46999)
N (-1.43320, -1.71949, 0.87924)
P (-2.19488, -2.75959, 1.86384)
N (-2.43468, -2.05436, 3.31374)
C (-3.44004, -2.63220, 4.23474)
C (-4.28159, -1.51984, 4.83700)
C (-3.40273, -0.61312, 5.71562)
C (-1.95903, -0.55458, 5.18493)
C (-1.92856, -0.72019, 3.67444)
N (-3.65732, -3.13328, 1.19088)
C (-4.33493, -2.10338, 0.37714)
C (-5.72068, -2.58179, -0.02749)
C (-5.62856, -3.83766, -0.90271)
C (-4.52736, -4.79441, -0.40027)
C (-4.20166, -4.49868, 1.05505)
N (-1.45245, -4.19478, 2.12383)
C (-0.96922, -4.95322, 0.95458)
C (0.52534, -5.21570, 1.06889)
C (0.83814, -6.07516, 2.30543)
C (-0.24011, -5.91368, 3.38239)
C (-0.79418, -4.50070, 3.42191)
H (-2.94246, -3.18043, 5.03949)
H (-4.05802, -3.34045, 3.68404)
H (-5.08985, -1.95503, 5.42421)
H (-4.74418, -0.94788, 4.02815)
H (-3.39655, -0.98465, 6.74040)
H (-3.83062, 0.38978, 5.74711)
H (-1.34820, -1.34039, 5.63589)
H (-1.49716, 0.39904, 5.44728)
H (-0.91711, -0.61561, 3.28662)
H (-2.56121, 0.05390, 3.22463)
H (-3.75141, -1.89159, -0.52549)
H (-4.39969, -1.17442, 0.95353)
H (-6.23325, -1.78249, -0.56470)
H (-6.30849, -2.78272, 0.86997)
H (-5.42230, -3.54674, -1.93542)
H (-6.59419, -4.34275, -0.90790)
H (-3.61223, -4.67291, -0.98781)
H (-4.84556, -5.83196, -0.50506)
H (-3.48230, -5.20151, 1.46122)
H (-5.10978, -4.59127, 1.65794)
H (-1.19563, -4.38038, 0.05272)
H (-1.50055, -5.90700, 0.87458)
H (1.03636, -4.24853, 1.12987)
H (0.87073, -5.71803, 0.16383)
H (1.81752, -5.80509, 2.70581)
H (0.90296, -7.12492, 2.01841)
H (0.15685, -6.16520, 4.36541)
H (-1.06266, -6.60728, 3.19238)
H (-0.00179, -3.77685, 3.63406)
H (-1.52998, -4.43135, 4.21805)
C (-0.54986, -1.50562, -6.00284)
O (-0.00505, -0.44581, -5.20715)
C (1.33631, -0.39854, -5.08427)
C (2.19254, -1.45897, -5.37293)
C (3.56730, -1.28138, -5.33109)
C (4.11597, -0.05141, -4.98517)
C (3.27098, 0.99949, -4.67272)
C (1.89316, 0.83075, -4.72045)
N (1.08849, 2.00804, -4.67959)
C (-0.16703, 2.24592, -4.41314)
C (-1.19852, 1.62962, -3.64922)
C (-2.48365, 2.07210, -4.07791)
C (-3.65030, 1.68079, -3.48940)
C (-3.56428, 0.83147, -2.38240)
C (-2.33940, 0.41600, -1.91682)
C (-1.10521, 0.77399, -2.51140)
O (0.03622, 0.44388, -1.92902)
H (-1.60971, -1.29293, -6.10013)
H (-0.41542, -2.46963, -5.51221)
H (-0.08333, -1.52089, -6.98833)
H (1.78569, -2.41091, -5.68281)
H (4.21363, -2.10456, -5.60564)
H (5.18692, 0.09647, -4.98879)
H (3.67416, 1.97592, -4.42478)
H (1.54465, 2.78260, -5.14716)
H (-0.49486, 3.15534, -4.90774)
H (-2.52692, 2.72935, -4.93919)
H (-4.60566, 2.02823, -3.85541)
H (-4.46571, 0.52242, -1.86639)
H (-2.31868, -0.21297, -1.02871)

Results
frontier orbital gap (spin up / spin down) = 5.932 / 6.341 eV
total charge = +3
E_LUMO (spin up / spin down) = -7.5875 / -7.7870 eV
spin multiplicity = 3

Atom charges from the Löwdin analysis, given in e for atoms 1 to 99: number 1, Re, carries 1.35; number 2, Se, carries 1.22; number 3, N, carries -0.38; number 4, C, carries -0.34; number 5, C, carries -0.04; number 6, C, carries -0.05; number 7, C, carries -0.04; number 8, C, carries 0.00; number 9, C, carries -0.37; number 10, N, carries -0.20; number 11, H, carries 0.07; number 12, H, carries 0.12; number 13, H, carries 0.12; number 14, H, carries 0.13; number 15, C, carries 0.02; number 16, N, carries -0.02; number 17, C, carries -0.02; number 18, C, carries -0.01; number 19, C, carries -0.46; number 20, N, carries 0.01; number 21, C, carries -0.50; number 22, O, carries 0.04; number 23, N, carries 0.20; number 24, H, carries 0.10; number 25, H, carries 0.10; number 26, H, carries 0.10; number 27, H, carries 0.15; number 28, H, carries 0.13; number 29, H, carries 0.12; number 30, H, carries 0.06; number 31, C, carries -0.05; number 32, O, carries -0.24; number 33, H, carries 0.06; number 34, H, carries 0.10; number 35, H, carries 0.08; number 36, H, carries 0.04; number 37, C, carries -0.04; number 38, C, carries -0.05; number 39, C, carries -0.11; number 40, C, carries -0.30; number 41, C, carries -0.08; number 42, C, carries -0.05; number 43, Ge, carries 1.19; number 44, C, carries -0.28; number 45, C, carries -0.11; number 46, C, carries -0.06; number 47, C, carries -0.05; number 48, C, carries -0.06; number 49, C, carries -0.11; number 50, C, carries -0.27; number 51, C, carries -0.10; number 52, C, carries -0.07; number 53, C, carries -0.05; number 54, C, carries -0.04; number 55, C, carries -0.10; number 56, H, carries 0.12; number 57, H, carries 0.12; number 58, H, carries 0.10; number 59, H, carries 0.09; number 60, H, carries 0.12; number 61, H, carries 0.10; number 62, H, carries 0.12; number 63, H, carries 0.12; number 64, H, carries 0.12; number 65, H, carries 0.10; number 66, H, carries 0.09; number 67, H, carries 0.11; number 68, H, carries 0.12; number 69, H, carries 0.12; number 70, H, carries 0.11; number 71, N, carries -0.31; number 72, P, carries 0.64; number 73, N, carries -0.18; number 74, C, carries -0.18; number 75, C, carries -0.16; number 76, C, carries -0.17; number 77, C, carries -0.17; number 78, C, carries -0.22; number 79, N, carries -0.18; number 80, C, carries -0.21; number 81, C, carries -0.17; number 82, C, carries -0.17; number 83, C, carries -0.16; number 84, C, carries -0.19; number 85, N, carries -0.18; number 86, C, carries -0.19; number 87, C, carries -0.20; number 88, C, carries -0.17; number 89, C, carries -0.16; number 90, C, carries -0.17; number 91, H, carries 0.11; number 92, H, carries 0.11; number 93, H, carries 0.12; number 94, H, carries 0.11; number 95, H, carries 0.12; number 96, H, carries 0.11; number 97, H, carries 0.12; number 98, H, carries 0.11; number 99, H, carries 0.08

# 2
This record from OMol25 describes a cluster of 2 separate species, C2H9N3O2P in total at a distorted geometry. The level of theory is wB97M-V/def2-TZVPD.

CARTESIAN COORDINATES (ANGSTROEM)
C (0.66413, 1.21879, -1.11783)
C (-1.58778, 0.31874, -1.16014)
N (0.57039, -2.17437, 0.73359)
N (-0.70345, 1.08499, 0.91200)
N (-0.63052, 1.16913, -0.46967)
O (2.29423, -0.61250, 1.84233)
O (0.31436, -1.56462, 3.25231)
P (0.90155, -1.00668, 2.01114)
H (0.50062, 1.82475, -2.03649)
H (1.43049, 1.75028, -0.52634)
H (1.01195, 0.14514, -1.28175)
H (-2.51543, 0.83323, -1.07329)
H (-1.25062, 0.30811, -2.14875)
H (-1.59650, -0.86572, -0.73794)
H (0.94010, -1.77871, -0.17929)
H (-0.48835, -2.23900, 0.68724)
H (0.14483, 1.58843, 1.29288)

Results
frontier orbital gap (spin up / spin down) = 5.901 / 6.794 eV
total charge = -1
E_LUMO (spin up / spin down) = 3.7366 / 3.7058 eV

For each atom in turn, the Löwdin charge in e is: number 1, C, carries -0.13; number 2, C, carries -0.13; number 3, N, carries -0.16; number 4, N, carries -0.05; number 5, N, carries -0.44; number 6, O, carries -0.42; number 7, O, carries -0.43; number 8, P, carries 0.32; number 9, H, carries 0.07; number 10, H, carries 0.08; number 11, H, carries 0.08; number 12, H, carries 0.05; number 13, H, carries 0.03; number 14, H, carries 0.12; number 15, H, carries 0.01; number 16, H, carries 0.02; number 17, H, carries 0.00